(1)
# C25H24AsBGeO2PbS8

C25H24AsBGeO2PbS8 as an isolated structure (ωB97M-V/def2-TZVPD, OMol25).

Geometry (Å):
Pb  0.46  0.82  -2.44
S  7.69  0.75  -0.23
C  6.10  0.75  -0.72
S  5.44  1.89  -1.83
C  3.79  1.29  -1.87
C  3.54  0.22  -1.08
S  2.06  -0.68  -0.90
S  4.92  -0.37  -0.16
S  2.72  2.16  -2.93
S  -4.83  -0.66  -3.27
C  -3.32  -0.05  -3.04
S  -2.44  1.00  -3.97
S  -2.48  -0.63  -1.44
O  -1.44  -2.31  -3.47
B  -1.53  -1.97  -2.12
O  -0.77  -2.86  -1.35
C  -0.18  -3.71  -2.24
C  0.66  -4.77  -2.00
C  1.12  -5.47  -3.12
C  0.71  -5.14  -4.40
C  -0.17  -4.08  -4.63
C  -0.59  -3.38  -3.53
H  0.97  -5.04  -1.00
H  1.82  -6.29  -2.98
H  1.09  -5.70  -5.25
H  -0.50  -3.80  -5.62
Ge  -0.17  2.70  -0.53
C  -1.97  2.87  0.32
C  -2.50  1.89  1.16
C  -3.73  2.06  1.78
C  -4.47  3.21  1.55
C  -3.97  4.18  0.69
C  -2.74  4.01  0.09
C  1.06  2.94  1.02
C  2.08  3.88  0.95
C  2.95  4.08  2.02
C  2.81  3.33  3.18
C  1.80  2.38  3.26
C  0.95  2.18  2.19
H  -0.07  4.16  -1.06
H  -1.95  0.97  1.32
H  -4.11  1.29  2.44
H  -5.43  3.34  2.02
H  -4.55  5.08  0.51
H  -2.35  4.78  -0.58
H  2.19  4.47  0.05
H  3.74  4.82  1.94
H  3.48  3.49  4.01
H  1.69  1.79  4.16
H  0.18  1.42  2.25
C  -0.56  -0.94  3.53
As  -0.63  -1.38  1.60
C  0.64  -2.87  1.74
C  -2.31  -2.40  1.74
H  -0.71  -1.83  4.14
H  -1.34  -0.21  3.77
H  0.40  -0.49  3.78
H  0.27  -3.68  2.37
H  1.58  -2.49  2.14
H  0.85  -3.25  0.74
H  -2.32  -3.07  2.60
H  -2.47  -2.98  0.83
H  -3.14  -1.70  1.83

Output
LUMO energy ... 4.17 eV
Multiplicity ... 1
HOMO-LUMO gap ... 0.2128 Eh
Charge ... -2

Atomic partial charges in e from the Löwdin method, atoms 1 to 6: number 1, Pb, carries 0.561; number 2, S, carries 0.399; number 3, C, carries -1.549; number 4, S, carries 0.852; number 5, C, carries -1.179; number 6, C, carries -1.157

***

(2)
# C25H24BF2N2O2PPt

C25H24BF2N2O2PPt as an isolated structure (ωB97M-V/def2-TZVPD, OMol25).

Geometry (Å):
Pt  -9.45  -11.51  1.46
C  -11.55  -10.08  4.39
O  -11.38  -11.46  3.88
C  -10.64  -12.24  4.70
C  -10.69  -12.29  6.09
C  -9.73  -13.06  6.79
C  -8.82  -13.95  6.14
C  -8.86  -13.98  4.75
C  -9.76  -13.16  4.03
N  -9.77  -13.18  2.61
N  -9.16  -14.31  2.20
C  -9.46  -14.72  0.94
C  -10.29  -14.01  0.00
O  -10.64  -12.79  0.24
C  -10.85  -14.71  -1.08
C  -10.66  -16.07  -1.19
C  -9.82  -16.79  -0.34
C  -9.58  -18.17  -0.47
C  -8.59  -18.85  0.24
C  -7.92  -18.11  1.22
C  -8.10  -16.78  1.42
C  -9.08  -16.11  0.68
H  -12.31  -10.17  5.20
H  -12.07  -9.55  3.59
H  -10.65  -9.56  4.79
H  -11.29  -11.55  6.68
H  -9.56  -12.83  7.82
H  -8.13  -14.57  6.74
H  -8.12  -14.47  4.15
H  -11.57  -14.19  -1.72
H  -11.12  -16.65  -2.04
H  -10.19  -18.67  -1.22
H  -8.33  -19.88  -0.01
H  -7.09  -18.59  1.72
H  -7.45  -16.20  2.01
F  -7.09  -9.77  2.33
B  -8.23  -10.42  2.73
F  -8.23  -10.42  4.09
C  -8.99  -8.10  0.52
P  -9.04  -9.85  0.00
C  -7.45  -10.27  -0.80
C  -10.20  -9.90  -1.36
C  -11.48  -9.45  -1.10
C  -12.41  -9.32  -2.18
C  -12.05  -9.74  -3.45
C  -10.79  -10.28  -3.63
C  -9.84  -10.27  -2.61
H  -9.33  -7.48  -0.29
H  -7.93  -7.84  0.72
H  -9.57  -7.91  1.44
H  -7.19  -9.53  -1.56
H  -7.55  -11.22  -1.32
H  -6.65  -10.40  -0.09
H  -11.77  -9.17  -0.10
H  -13.38  -8.90  -1.92
H  -12.82  -9.74  -4.27
H  -10.44  -10.59  -4.64
H  -8.78  -10.48  -2.82

Output
LUMO energy (spin up / spin down) ... 0.49 / -1.95 eV
Multiplicity ... 3
HOMO-LUMO gap (spin up / spin down) ... 0.2425 / 0.2207 Eh
<S²> ... 2.043

Atomic partial charges in e from the Löwdin method, atoms 1 to 6: number 1, Pt, carries 0.967; number 2, C, carries -0.036; number 3, O, carries -0.114; number 4, C, carries -0.272; number 5, C, carries -0.018; number 6, C, carries -0.065

***

(3)
# C25H24BrN4O3PtSSi

C25H24BrN4O3PtSSi as an isolated structure (ωB97M-V/def2-TZVPD, OMol25).

Geometry (Å):
Pt  -0.02  0.92  0.31
Br  5.50  -8.37  -6.47
C  4.74  -7.40  -5.04
C  3.50  -7.78  -4.54
C  2.94  -7.05  -3.50
C  3.61  -5.96  -2.95
C  4.85  -5.59  -3.47
C  5.41  -6.31  -4.51
N  2.94  -5.25  -1.92
N  3.65  -4.37  -1.36
C  3.06  -3.25  -0.82
C  3.97  -2.38  -0.22
C  3.64  -1.14  0.29
C  2.32  -0.69  0.21
O  1.95  0.45  0.66
C  1.34  -1.59  -0.37
N  0.07  -1.11  -0.39
C  -0.91  -1.87  -0.82
C  -0.68  -3.18  -1.27
C  0.60  -3.68  -1.29
C  1.67  -2.87  -0.85
H  2.98  -8.63  -4.96
H  1.98  -7.33  -3.09
H  5.36  -4.73  -3.06
H  6.37  -6.02  -4.91
H  5.00  -2.72  -0.20
H  4.38  -0.49  0.74
H  -1.91  -1.45  -0.80
H  -1.52  -3.78  -1.58
H  0.80  -4.68  -1.63
C  -5.98  -0.21  2.56
Si  -5.56  -0.62  0.78
C  -5.10  -2.43  0.57
C  -7.14  -0.36  -0.23
C  -4.26  0.52  0.04
C  -4.56  1.36  -1.00
C  -3.59  2.19  -1.57
C  -2.30  2.08  -1.10
N  -1.97  1.24  -0.11
C  -2.91  0.50  0.54
S  -2.46  -0.43  1.90
H  -6.84  -0.80  2.89
H  -6.24  0.84  2.65
H  -5.14  -0.42  3.21
H  -5.92  -3.07  0.90
H  -4.20  -2.67  1.13
H  -4.91  -2.65  -0.49
H  -7.88  -1.11  0.06
H  -6.96  -0.47  -1.30
H  -7.58  0.62  -0.05
H  -5.57  1.40  -1.39
H  -3.82  2.88  -2.37
H  -1.49  2.67  -1.49
C  1.31  4.33  2.26
O  1.00  2.99  1.89
C  0.20  2.82  0.79
O  -0.23  3.79  0.20
H  1.46  4.33  3.33
H  0.51  5.01  1.98
H  2.23  4.65  1.76

Output
LUMO energy ... 1.51 eV
Multiplicity ... 1
HOMO-LUMO gap ... 0.2209 Eh
Charge ... -1

Atomic partial charges in e from the Löwdin method, atoms 1 to 6: number 1, Pt, carries 1.120; number 2, Br, carries 0.692; number 3, C, carries -0.707; number 4, C, carries -0.141; number 5, C, carries -0.033; number 6, C, carries -0.260

***

(4)
# C25H24CeClN2O2SSi

C25H24CeClN2O2SSi as an isolated structure (ωB97M-V/def2-TZVPD, OMol25).

Geometry (Å):
Ce  0.05  -0.03  -0.20
C  -1.65  -5.19  2.70
Si  -2.58  -3.74  3.47
C  -2.98  -4.17  5.26
C  -4.21  -3.38  2.59
C  -1.47  -2.20  3.50
C  -1.09  -1.63  4.71
C  -0.25  -0.52  4.75
C  0.17  0.01  3.56
N  -0.20  -0.48  2.37
C  -0.99  -1.58  2.33
S  -1.37  -2.18  0.74
H  -2.26  -6.09  2.73
H  -0.72  -5.38  3.25
H  -1.39  -4.98  1.66
H  -3.60  -5.07  5.29
H  -3.53  -3.37  5.76
H  -2.08  -4.38  5.84
H  -4.86  -4.25  2.63
H  -4.04  -3.13  1.54
H  -4.73  -2.54  3.06
H  -1.45  -2.07  5.63
H  0.07  -0.09  5.69
H  0.82  0.88  3.52
O  -1.02  1.55  -3.91
C  -1.14  1.23  -2.76
O  -0.82  0.10  -2.21
C  -1.72  2.24  -1.77
C  -2.46  3.34  -2.24
C  -3.00  4.20  -1.33
C  -2.82  3.98  0.05
C  -3.37  4.81  1.05
C  -3.17  4.54  2.37
C  -2.41  3.43  2.76
C  -1.85  2.60  1.82
C  -2.05  2.86  0.45
N  -1.50  2.01  -0.48
H  -2.57  3.45  -3.31
H  -3.57  5.06  -1.66
H  -3.96  5.67  0.74
H  -3.60  5.18  3.13
H  -2.27  3.22  3.81
H  -1.28  1.73  2.11
Cl  1.91  -1.07  -2.27
C  2.16  -2.13  -0.89
C  2.10  -3.50  -1.07
C  2.19  -4.32  0.04
C  2.32  -3.75  1.31
C  2.40  -2.38  1.46
C  2.36  -1.51  0.36
C  2.47  -0.04  0.48
H  1.98  -3.90  -2.07
H  2.16  -5.39  -0.08
H  2.37  -4.38  2.18
H  2.53  -1.96  2.45
H  3.12  0.36  -0.30
H  2.85  0.25  1.45

Output
LUMO energy (spin up / spin down) ... -4.93 / -4.92 eV
Multiplicity ... 1
HOMO-LUMO gap (spin up / spin down) ... 0.2324 / 0.2325 Eh
Charge ... +1

Atomic partial charges in e from the Löwdin method, atoms 1 to 6: number 1, Ce, carries 1.137; number 2, C, carries -0.175; number 3, Si, carries 0.527; number 4, C, carries -0.184; number 5, C, carries -0.175; number 6, C, carries -0.222

***

(5)
# C25H24Cl12F17N2O3

A 5-piece molecular cluster, C25H24Cl12F17N2O3 overall (ωB97M-V/def2-TZVPD, OMol25).

Geometry (Å):
C  -1.13  3.74  -5.41
C  0.25  3.19  -5.77
N  1.11  2.91  -4.62
O  0.32  2.14  -3.68
C  1.15  1.22  -3.14
O  1.09  0.08  -3.41
C  2.16  1.67  -2.13
C  3.48  1.33  -2.39
C  4.48  1.72  -1.49
C  5.93  1.42  -1.72
C  6.59  0.68  -0.53
C  5.73  -0.41  0.08
O  5.07  0.12  1.24
N  4.11  2.39  -0.39
C  2.83  2.73  -0.12
C  1.79  2.40  -0.99
C  0.39  2.84  -0.65
C  -0.67  1.74  -0.77
C  -1.81  1.97  0.19
F  -1.40  1.81  1.47
F  -2.18  3.27  0.07
C  -3.06  1.08  -0.09
F  -2.91  0.36  -1.21
F  -4.12  1.88  -0.26
C  -3.47  0.11  1.07
F  -3.78  0.81  2.16
F  -4.60  -0.48  0.64
C  -2.44  -1.03  1.36
F  -2.94  -2.21  0.94
F  -1.31  -0.82  0.65
C  -2.03  -1.23  2.85
F  -0.94  -2.02  2.85
F  -1.64  -0.06  3.37
C  -3.15  -1.85  3.75
F  -3.20  -1.12  4.88
F  -4.35  -1.75  3.16
C  -2.94  -3.32  4.22
F  -3.98  -3.58  5.05
F  -1.82  -3.43  4.93
C  -2.99  -4.43  3.15
F  -4.07  -4.35  2.41
F  -3.00  -5.60  3.79
F  -1.92  -4.41  2.36
H  -1.91  3.02  -5.60
H  -1.35  4.62  -6.01
H  -1.21  4.05  -4.37
H  0.82  3.88  -6.39
H  0.12  2.24  -6.27
H  1.39  3.77  -4.15
H  3.71  0.79  -3.29
H  6.05  0.89  -2.65
H  6.41  2.40  -1.84
H  6.85  1.43  0.21
H  7.52  0.27  -0.91
H  6.38  -1.23  0.39
H  5.01  -0.82  -0.63
H  4.20  -0.28  1.31
H  4.84  2.64  0.27
H  2.67  3.26  0.81
H  0.13  3.67  -1.31
H  0.40  3.27  0.35
H  -0.21  0.76  -0.63
H  -1.07  1.75  -1.77
C  3.50  6.89  1.82
Cl  4.53  7.01  3.23
Cl  3.58  5.24  1.13
Cl  1.83  7.29  2.20
H  3.85  7.57  1.06
C  -2.51  -9.08  3.90
Cl  -2.32  -9.90  2.35
Cl  -3.68  -9.92  4.92
Cl  -0.95  -8.93  4.72
H  -2.88  -8.08  3.71
C  -7.35  -3.64  5.48
Cl  -7.62  -2.14  4.60
Cl  -8.62  -3.91  6.67
Cl  -7.24  -5.01  4.37
H  -6.41  -3.56  6.01
C  1.35  -2.37  -6.21
Cl  1.18  -0.64  -6.51
Cl  0.29  -3.30  -7.26
Cl  3.03  -2.87  -6.40
H  1.06  -2.55  -5.18

Output
LUMO energy ... -4.41 eV
Multiplicity ... 1
HOMO-LUMO gap ... 0.2844 Eh
Charge ... +1

Atomic partial charges in e from the Löwdin method, atoms 1 to 6: number 1, C, carries -0.068; number 2, C, carries -0.221; number 3, N, carries 0.005; number 4, O, carries -0.040; number 5, C, carries -0.481; number 6, O, carries 0.188

***

(6)
# C25H24Cl2N6RuS2

C25H24Cl2N6RuS2 as an isolated structure (ωB97M-V/def2-TZVPD, OMol25).

Geometry (Å):
Ru  -0.07  -0.68  0.20
C  4.02  -3.44  -3.80
C  3.94  -3.54  -2.29
N  2.51  -3.55  -1.80
C  1.70  -2.52  -1.58
S  0.22  -2.93  -0.74
N  1.99  -1.35  -2.08
N  1.01  -0.44  -1.81
C  1.02  0.65  -2.45
C  2.04  1.00  -3.50
C  -0.24  1.44  -2.16
C  -0.64  2.55  -2.88
C  -1.84  3.16  -2.62
C  -2.64  2.68  -1.59
C  -2.16  1.60  -0.87
N  -0.99  1.01  -1.11
H  5.03  -3.74  -4.10
H  3.90  -2.41  -4.19
H  3.24  -4.03  -4.27
H  4.48  -2.72  -1.76
H  4.35  -4.50  -1.96
H  2.25  -4.34  -1.19
H  3.01  0.58  -3.31
H  2.16  2.09  -3.52
H  1.75  0.69  -4.52
H  0.00  2.92  -3.62
H  -2.18  4.00  -3.16
H  -3.63  3.07  -1.36
H  -2.67  1.18  -0.03
Cl  -3.50  -1.42  -1.42
C  -3.88  -2.34  0.01
C  -4.93  -3.24  -0.13
C  -5.41  -3.94  1.00
C  -4.81  -3.72  2.26
C  -3.73  -2.84  2.34
Cl  -3.13  -2.52  3.91
C  -3.26  -2.15  1.23
S  -1.88  -1.15  1.53
H  -5.38  -3.29  -1.10
H  -6.28  -4.59  1.00
H  -5.08  -4.27  3.17
C  3.92  -2.49  2.37
C  2.88  -1.76  1.68
N  2.03  -1.15  1.21
H  4.21  -1.93  3.29
H  4.77  -2.59  1.72
H  3.58  -3.46  2.69
N  0.55  1.55  1.37
C  0.31  2.52  1.93
C  0.04  3.74  2.63
C  -0.34  3.70  3.97
C  -0.54  4.87  4.69
C  -0.37  6.11  4.06
C  -0.04  6.14  2.72
C  0.14  4.97  1.99
H  -0.56  2.76  4.50
H  -0.85  4.81  5.70
H  -0.48  7.04  4.57
H  0.12  7.12  2.23
H  0.34  5.07  0.94

Output
LUMO energy (spin up / spin down) ... -2.70 / -4.04 eV
Multiplicity ... 6
HOMO-LUMO gap (spin up / spin down) ... 0.2591 / 0.2438 Eh
<S²> ... 8.774
Charge ... +1

Atomic partial charges in e from the Löwdin method, atoms 1 to 6: number 1, Ru, carries 0.918; number 2, C, carries -0.097; number 3, C, carries -0.213; number 4, N, carries -0.028; number 5, C, carries -0.852; number 6, S, carries 0.567

***

(7)
# C25H24ClI2N6O5SZr

C25H24ClI2N6O5SZr as an isolated structure (ωB97M-V/def2-TZVPD, OMol25).

Geometry (Å):
Zr  -0.07  0.44  -0.07
C  -4.65  -0.50  0.28
C  -3.25  -0.23  0.70
N  -2.57  0.83  0.47
N  -3.17  1.86  -0.19
C  -2.45  2.91  -0.63
N  -3.15  3.91  -1.17
S  -0.78  3.03  -0.50
C  -2.52  -1.26  1.49
C  -3.16  -2.38  1.98
C  -2.45  -3.26  2.79
C  -1.13  -2.96  3.09
C  -0.57  -1.82  2.54
N  -1.24  -0.99  1.74
H  -4.70  -1.49  -0.17
H  -5.04  0.19  -0.46
H  -5.32  -0.50  1.14
H  -4.15  1.79  -0.41
H  -4.15  3.93  -1.20
H  -2.65  4.69  -1.57
H  -4.20  -2.58  1.76
H  -2.92  -4.14  3.19
H  -0.54  -3.59  3.73
H  0.46  -1.56  2.74
C  0.52  3.51  3.29
O  0.55  2.40  4.19
C  1.41  1.39  3.91
C  2.19  0.89  4.93
C  3.09  -0.15  4.71
C  3.22  -0.68  3.45
C  2.41  -0.22  2.40
C  2.64  -0.77  1.09
N  1.93  -0.49  0.05
N  2.41  -0.92  -1.18
C  1.86  -0.19  -2.10
O  1.03  0.79  -1.81
C  2.12  -0.47  -3.53
C  2.69  -1.68  -3.91
C  2.89  -1.95  -5.26
C  2.54  -1.00  -6.21
C  1.97  0.20  -5.83
C  1.76  0.47  -4.49
C  1.46  0.79  2.63
O  0.61  1.20  1.70
H  0.25  4.38  3.89
H  -0.20  3.35  2.49
H  1.51  3.67  2.85
H  2.10  1.35  5.90
H  3.70  -0.52  5.52
H  3.95  -1.46  3.25
H  3.52  -1.39  0.94
H  2.97  -2.40  -3.16
H  3.33  -2.89  -5.56
H  2.70  -1.21  -7.26
H  1.70  0.93  -6.57
H  1.30  1.40  -4.17
Cl  -2.25  -1.43  -4.36
C  -1.38  -2.14  -3.00
C  -1.20  -1.20  -1.84
O  -1.62  -0.03  -1.86
O  -0.54  -1.60  -0.82
H  -0.40  -2.47  -3.33
H  -1.93  -3.02  -2.66
I  2.92  2.93  -0.51
I  4.63  4.33  0.95

Output
LUMO energy ... -3.61 eV
Multiplicity ... 1
HOMO-LUMO gap ... 0.2597 Eh
Charge ... +1

Atomic partial charges in e from the Löwdin method, atoms 1 to 6: number 1, Zr, carries 1.713; number 2, C, carries 0.012; number 3, C, carries -0.234; number 4, N, carries 0.016; number 5, N, carries 0.012; number 6, C, carries -0.779